C35H31F2N6OPtS2 | wB97M-V/def2-TZVPD

Geometry as XYZ:
```
78
Properties=species:S:1:pos:R:3:forces:R:3
H 3.496421 -4.722018 2.315654 -0.1 0.0 0.1
H 0.519621 -0.594718 5.050254 0.1 0.0 0.0
C -4.413279 -2.380218 -1.652446 -0.3 -0.1 0.0
C -2.054079 -1.769118 -1.747546 -1.2 0.0 0.1
C 4.020921 -3.963118 -0.935846 0.2 -0.5 0.4
O -2.558879 1.542882 -3.824446 -0.9 0.7 -0.1
C 0.965021 1.940482 -1.789446 2.8 1.1 0.2
C -2.352079 3.360182 -0.874346 1.5 -1.1 -0.1
H -0.602479 2.944882 0.019954 0.0 0.0 0.1
N 0.153621 -0.973718 -1.987746 -2.4 -1.7 0.4
H -0.725479 1.263982 4.320954 0.1 0.0 -0.2
H -3.136979 1.462082 3.548154 0.0 0.0 0.0
H 1.624621 -4.530318 -1.325646 -0.1 -0.2 0.1
H -0.786179 -4.122718 -1.267246 -0.1 -0.1 0.0
C -0.106879 -3.329718 -1.524046 1.4 -1.3 0.2
H -5.778279 3.432782 -4.084146 0.0 0.0 0.1
H -5.182379 -3.131318 -1.718946 -0.1 -0.1 0.0
H 1.543621 0.746182 4.447554 0.0 0.0 0.1
Pt -0.838579 0.821582 -1.854046 0.4 -1.2 0.7
H -4.429579 2.684582 -4.984646 -0.1 0.0 0.1
F -2.821879 -4.009918 -2.119946 0.0 0.2 0.1
C 2.608421 1.475582 1.588754 0.0 -0.4 0.0
S -1.134079 -0.031018 1.023254 0.1 0.0 0.4
H 0.961621 -0.997018 2.268454 -0.1 0.1 0.0
C 4.427221 -0.040718 2.005154 -0.4 -0.1 -0.4
H -2.187279 2.955682 3.403054 0.0 0.1 0.1
C -2.870779 2.312582 -2.928546 0.4 -0.6 -1.4
C -2.271479 1.923482 3.066054 -0.3 0.1 -0.1
H -2.425879 1.904282 1.988554 0.0 0.0 0.1
C -2.432079 -0.416818 -1.580946 0.8 0.3 -0.9
C 2.776721 -0.621318 0.263654 -0.5 -0.8 -0.9
H 4.567421 2.603282 4.103554 0.1 0.1 0.0
N 0.570721 -0.378218 2.962754 0.1 -0.1 0.3
H 4.225921 -1.932818 -1.504946 -0.2 -0.1 0.1
S 1.092521 3.442982 -2.505346 -0.6 0.1 -0.2
C 1.201621 -0.274318 4.255454 -0.1 0.2 0.0
C -0.501379 0.310382 2.544054 -0.4 -0.7 -0.5
H 2.072021 -0.923318 4.274254 0.0 0.0 0.0
C 3.474421 -2.587518 -1.030046 -0.4 0.1 -0.3
H -1.477479 4.240782 0.751254 -0.1 0.0 0.0
C 2.098721 -0.143418 -0.867646 0.8 -1.0 0.0
H -5.406779 1.700982 -3.891546 0.0 0.1 0.0
C 3.080421 2.304282 2.583354 0.0 0.1 0.2
F -6.016179 -0.714418 -1.179946 0.3 -0.2 -0.1
C -4.980079 2.695582 -4.044746 -0.2 -0.3 -0.5
H 5.821921 0.558882 3.502854 0.0 -0.1 0.1
H 2.539421 -2.748518 -2.966146 -0.1 -0.1 0.1
H 2.769321 -2.349618 2.369954 0.0 0.0 0.1
H 4.379121 -5.687718 0.231054 0.1 -0.1 0.0
N -2.054679 2.492782 -1.856546 -0.2 0.1 1.2
C 4.214221 1.963482 3.307954 0.1 -0.1 -0.1
N -4.066379 3.014182 -2.972046 -0.5 0.9 0.9
C -4.720579 -1.058518 -1.384446 0.3 0.3 0.0
H 1.954621 -0.610218 -2.929546 -0.3 -0.2 0.4
H 4.981821 -0.929718 1.742554 0.0 -0.1 0.0
C -0.640379 -2.037918 -1.787046 1.5 2.6 -0.7
C -4.400779 3.879582 -1.972546 1.1 -0.5 0.2
C 3.112521 -2.021218 0.303254 0.0 1.2 -0.6
N -1.483379 3.422882 0.167254 -0.6 0.1 -0.8
H 2.559021 3.227382 2.795454 0.0 0.1 0.1
N -1.052879 1.216382 3.366954 0.4 0.1 0.6
C 4.901421 0.798282 2.987854 0.1 0.3 0.4
C 1.217621 -3.556118 -1.545746 -0.9 0.4 -0.2
C 3.508621 -4.129618 1.415054 -0.6 0.9 0.7
C -3.088979 -2.713918 -1.828646 0.4 0.2 0.1
H 1.713821 1.729282 1.040054 0.0 0.1 0.1
C 3.089921 -2.792818 1.435554 0.4 -0.9 0.5
C 1.606321 -1.083318 -1.993946 0.8 0.3 0.3
C 2.198421 -2.511318 -1.947946 0.1 -0.1 -0.2
H -3.808079 4.768182 -0.125246 -0.1 0.1 0.0
C 3.251521 0.263882 1.295454 0.3 0.8 1.0
C -3.747179 -0.072118 -1.352246 -0.7 -0.3 0.1
C 1.758621 1.139582 -1.130846 -1.9 0.6 -0.6
C 3.994021 -4.678618 0.221454 0.4 -0.1 -1.2
H -4.051279 0.943582 -1.146446 0.0 0.1 0.0
H -5.358079 4.367882 -2.053146 -0.1 0.1 0.0
H 4.460121 -4.374918 -1.831346 0.0 -0.2 -0.1
C -3.550879 4.088282 -0.918746 -1.1 0.5 -0.5
```
Forces are in eV/Å.

Computed properties:
largest force on an atom = 0.060 hartree/bohr
spin multiplicity = 2
orbital gap (spin up / spin down) = 0.216 / 0.197 Ha
⟨S²⟩ = 1.17



C35H31N2O6SbSe3TcTe | wB97M-V/def2-TZVPD

Geometry as XYZ:
```
80
Properties=species:S:1:pos:R:3:forces:R:3
C 4.723572 0.035484 -5.735362 -0.1 -0.1 0.0
H -1.099335 5.350251 5.348191 0.0 0.0 0.0
C -3.149576 -0.318547 1.084043 0.0 -0.1 -0.2
H -2.686724 -3.533890 6.606868 0.0 0.0 0.0
C -2.374594 -3.086900 5.670538 0.0 0.0 0.0
C 5.815136 0.867399 -5.752076 0.0 -0.1 -0.1
C 0.069849 3.567369 2.164824 0.0 0.0 -0.2
H -1.630558 4.422492 1.193173 0.0 0.0 0.0
C 1.830445 -2.052888 0.841992 -0.1 0.0 -0.1
C -4.041632 -2.706786 1.368143 0.0 0.1 0.0
H -6.694075 0.859836 0.030798 0.0 0.0 0.0
C -0.688917 -4.266620 2.485485 0.0 0.1 0.1
C 3.685897 0.382096 -4.866388 0.1 0.0 -0.1
H 2.795838 -0.230064 -4.806143 0.0 0.0 0.0
Sb -1.079849 -0.724017 1.523764 -0.3 -0.1 0.1
H -1.597750 -4.922043 4.889587 0.0 0.0 0.0
H -0.780689 -5.300381 2.820377 0.0 0.0 0.0
C 0.227281 -3.748626 -2.155977 0.0 0.0 0.0
H 2.734195 -2.658802 0.774080 0.0 0.0 0.0
H -3.074435 -1.115858 6.172996 0.0 0.0 0.0
H 8.716038 1.508847 -5.755490 0.1 -0.1 0.1
O 2.676159 2.860504 -2.413729 0.0 0.0 0.1
C -0.551883 -2.108562 -0.038200 -0.1 0.0 0.0
Se -0.783020 2.113547 -5.348170 -0.1 -0.1 -0.1
C 3.775032 1.515637 -4.069407 -0.1 0.0 0.0
C -2.590113 -1.738269 5.430393 0.0 0.0 0.0
H 2.099432 -1.014789 0.621964 0.0 -0.1 0.0
C 0.384006 4.070052 4.470387 0.0 0.0 0.0
H -6.272547 -1.512258 0.534405 0.0 0.0 0.0
H -1.135989 -4.188188 1.495454 0.0 0.0 0.0
H -1.803247 -3.562127 -2.847586 0.0 0.0 0.0
H 0.375929 -4.050500 2.373701 0.0 0.0 0.0
C -0.771483 4.842335 4.449903 0.0 0.0 0.0
H 7.950671 2.463709 -7.060512 -0.1 0.1 -0.1
C -4.199282 -1.250592 1.001400 0.0 0.1 0.1
H -4.116117 -2.833348 2.452157 0.0 0.0 -0.1
H 1.481526 -2.084896 1.877722 0.0 0.0 0.0
C -1.339852 -3.334309 3.478719 0.0 0.1 0.0
H 0.535448 -4.396276 -2.967509 0.0 0.0 0.0
H -2.404194 5.566171 3.257830 0.0 0.0 0.0
C 7.775854 1.865602 -6.168545 -0.2 0.0 0.1
Se -0.229452 3.644051 -3.691929 0.0 0.1 0.5
C 4.896727 2.359445 -4.107946 -0.1 0.1 0.1
C -1.460936 -2.466881 -1.033479 0.1 -0.1 0.1
C -1.756754 -3.864985 4.701729 0.0 0.0 0.0
C 2.662865 1.854333 -3.173205 -0.1 0.1 0.2
H 1.715797 2.826769 3.317957 0.0 0.0 0.0
C -2.176350 -1.193043 4.223067 0.1 -0.1 -0.1
C -3.417116 1.029468 0.830129 0.0 -0.1 0.1
C 0.778935 -2.529877 -0.133494 0.0 0.0 0.0
Se -1.382920 0.881509 -1.817099 -0.1 0.2 0.0
C -4.680010 1.468796 0.461102 0.0 0.0 0.0
C -1.080780 -3.286714 -2.087371 0.0 0.0 0.0
C 0.816734 3.426798 3.323633 0.1 -0.1 -0.1
H -3.076380 -3.105930 1.061852 0.0 0.0 0.0
H -4.824864 -3.308583 0.902831 0.0 0.0 0.0
Te -1.176987 -0.101270 -4.095721 0.1 0.0 0.1
C 1.145750 -3.363261 -1.189663 0.0 0.0 0.0
O 1.602189 1.119772 -3.141367 0.2 0.1 0.2
H -2.614842 1.758054 0.915799 0.0 0.0 0.0
C -5.704748 0.543494 0.339211 0.0 -0.1 0.0
H 2.172403 -3.710947 -1.257280 -0.1 0.0 0.0
H -2.352038 -0.134226 4.041647 0.0 -0.1 0.0
H 4.946345 3.249999 -3.495329 0.0 -0.1 0.0
O 7.081854 2.643428 -5.192863 0.1 0.0 -0.1
C -1.500872 4.969501 3.276795 0.0 0.0 0.0
H 0.956114 3.972619 5.384017 0.0 0.0 0.0
O 0.024566 3.396265 -0.202986 0.1 -0.1 0.1
N 0.486706 2.902787 0.951647 -0.5 0.8 0.3
C 5.894290 2.001496 -4.963727 0.1 0.1 0.1
C -1.081511 4.330228 2.119252 -0.1 0.1 0.0
O 6.944375 0.744262 -6.498693 0.1 0.1 -0.1
C -1.561210 -1.968165 3.233523 0.1 -0.1 0.2
N 1.215314 1.890849 1.004209 0.3 -0.4 -0.1
H -4.854554 2.517084 0.246951 0.0 0.0 0.0
C -5.461806 -0.795563 0.616730 0.0 0.0 0.0
H 4.670445 -0.837122 -6.373982 0.0 0.0 0.1
Tc 0.604688 2.283084 -1.782381 0.2 -0.3 -1.4
H -2.477141 -2.088658 -1.000569 0.0 0.0 0.0
O 1.468728 1.389340 -0.146821 0.3 -0.2 0.2
```
Forces are in eV/Å.

Computed properties:
largest force on an atom = 0.027 hartree/bohr
spin multiplicity = 4
orbital gap (spin up / spin down) = 0.233 / 0.202 Ha
⟨S²⟩ = 3.79



C35H31N3OPPtS3SeTe | wB97M-V/def2-TZVPD

Geometry as XYZ:
```
77
Properties=species:S:1:pos:R:3:forces:R:3
C 0.796827 1.872540 -2.506695 -0.2 -0.1 0.1
H 0.316760 5.113732 1.136341 0.0 0.0 -0.1
C 4.368538 3.979630 2.260515 0.0 0.0 0.0
H 2.692437 -7.124068 -0.413288 0.0 0.0 0.0
H 1.198051 -9.446851 -0.250010 0.0 0.0 0.0
C 0.680188 4.117614 -1.670879 0.1 0.0 0.0
C -2.117875 -4.937791 0.555739 0.0 -0.1 -0.1
Se -2.771385 -1.448724 1.334528 0.0 -0.1 0.1
Pt 0.308024 -0.046811 0.552180 1.6 -2.0 0.1
H -2.888641 -5.633015 0.226466 0.0 0.0 0.0
C 2.085518 3.254460 2.451774 0.0 0.1 0.0
H 0.928205 1.704974 -4.634882 0.0 0.0 0.0
S 0.272552 0.081488 2.873861 -0.4 0.5 -0.2
N 1.126399 -0.299142 -1.451533 -1.3 -0.7 -0.2
C 3.226891 3.794672 3.024412 0.0 0.0 0.0
H 3.565967 -5.200127 1.349695 0.0 0.0 0.0
C -1.917103 2.595391 1.512162 0.0 0.1 0.0
C -4.137443 0.078819 -0.127647 -0.1 0.1 -0.1
C 0.703758 2.752194 -1.409893 -0.1 0.0 0.0
N -1.881616 -0.502737 0.083668 0.1 0.5 0.2
S 2.952181 0.408548 4.124796 0.1 -0.2 0.2
C 2.009641 0.015815 2.876837 0.3 0.0 0.5
C 0.656997 -8.817874 -0.958357 0.0 0.1 -0.1
H -1.607911 6.412809 1.908030 0.0 0.0 0.0
N -4.321958 -0.759506 0.872078 0.1 0.0 0.0
C 1.726613 -6.677229 -0.199807 0.1 0.0 0.1
C -0.653393 -6.803713 -0.195899 0.0 0.0 0.1
H 3.221015 4.067366 4.071202 0.0 0.0 0.0
H -3.731187 5.281601 2.475675 0.0 0.0 0.0
H 1.692862 -2.068107 -1.103672 -0.1 0.0 0.1
H 5.253327 4.412050 2.708627 0.0 0.0 0.0
P 0.582578 2.250289 0.356342 -0.1 0.2 0.3
H -2.239237 -4.008723 -0.002341 0.0 0.0 0.0
O 1.137445 -1.653796 -1.782401 0.3 0.1 -0.2
C -2.487630 1.161188 -1.619344 0.0 -0.1 0.2
C 0.573379 -7.407149 -0.446618 0.0 0.0 0.0
H 5.275269 3.744368 0.327433 0.0 0.0 0.0
H 3.625369 -4.743263 -0.347235 0.0 0.0 0.0
C 4.381900 3.607521 0.921997 0.0 0.0 0.0
C -0.749609 -5.520524 0.324259 0.0 0.0 -0.2
C -0.626097 4.611138 1.310036 0.0 0.0 0.0
C -3.505263 1.861432 -2.170402 -0.1 0.0 0.0
C 0.835859 3.755819 -4.036509 0.0 0.0 0.0
H -3.888185 2.813128 2.319773 0.0 0.0 0.0
C -0.744097 3.231853 1.115552 -0.1 0.0 0.0
H 0.614581 4.814683 -0.850017 0.0 0.0 0.0
H -1.981320 1.518735 1.464592 0.0 0.0 0.0
H -2.287439 -4.723902 1.612661 0.0 0.0 0.0
H -1.564874 -7.348861 -0.413596 0.0 0.0 0.0
C 0.436190 -4.813907 0.593441 0.1 0.4 -0.5
C -5.187051 0.831818 -0.752660 0.1 -0.1 0.1
C 3.247215 3.066725 0.343189 0.0 0.0 0.0
C 0.837943 0.405066 -2.471354 0.4 0.5 0.0
C 1.690100 -5.388683 0.320446 0.0 0.1 -0.1
H 1.197008 3.106166 3.052978 0.0 0.0 0.0
H -1.472388 1.293056 -1.952128 0.0 0.0 0.0
H -3.295878 2.564284 -2.966842 0.0 0.0 0.0
C -2.890837 4.703686 2.114422 0.0 0.0 0.0
H -0.332075 -9.246205 -1.109473 0.0 0.0 0.0
H 3.261055 2.773633 -0.699725 0.0 0.0 0.0
C -4.866131 1.696635 -1.737735 0.1 0.1 -0.1
H 2.896576 -3.655958 0.841220 0.0 0.0 0.0
C -2.986723 3.325829 2.010012 0.0 0.0 0.0
C -2.772942 0.237720 -0.567576 0.0 0.0 -0.2
C 3.012140 -4.698637 0.554278 -0.1 0.0 -0.1
C -1.700763 5.341820 1.786107 0.0 0.0 0.0
H 0.713682 5.691768 -3.122383 0.0 0.0 0.0
C 2.087052 2.906313 1.102416 0.1 0.0 -0.1
H 0.676852 -0.116124 -3.412199 0.3 0.0 0.0
H 1.199003 -8.858413 -1.904450 0.0 0.0 0.0
S 2.557699 -0.522308 1.341576 -0.5 0.9 -0.5
Te 0.339863 -2.910536 1.516404 -0.4 0.2 0.6
H -5.640083 2.282804 -2.214526 0.0 0.0 0.0
H 0.891590 4.133457 -5.048169 0.0 0.0 0.0
C 0.743535 4.622226 -2.963411 0.0 0.0 0.0
C 0.854645 2.392015 -3.800811 0.0 0.0 -0.1
H -6.204180 0.693806 -0.413282 0.0 0.0 0.0
```
Forces are in eV/Å.

Computed properties:
largest force on an atom = 0.050 hartree/bohr
spin multiplicity = 1
orbital gap (spin up / spin down) = 0.206 / 0.199 Ha
net charge = +1